[1]
ORCA calculation (the ωB97M-V functional and the def2-TZVPD basis) on C2H7CuNO4S as an isolated structure in a non-equilibrium geometry.

LUMO (alpha / beta) ... -10.28 / -13.56 eV
Net charge ... +2
Frontier orbital gap (alpha / beta) ... 6.9385 / 3.6611 eV
2S+1 ... 2

```
16
C2H7CuNO4S (the ωB97M-V functional and the def2-TZVPD basis)
Cu -0.43 -2.49 -2.61
S -0.73 -0.02 -1.91
O -1.64 1.15 -1.48
O -0.89 -1.18 -0.63
O 0.93 0.39 -1.89
O -0.49 -1.31 1.76
N 1.14 1.68 -2.18
C 0.61 -0.76 2.57
C -0.85 -0.41 0.65
H 0.20 -0.11 3.47
H -1.98 -0.07 0.83
H 1.21 -1.68 3.00
H -0.19 0.56 0.60
H 1.34 2.26 -1.34
H 0.41 2.09 -2.80
H 1.38 -0.10 1.97
```

[2]
ORCA calculation (the ωB97M-V functional and the def2-TZVPD basis) on a 3-piece molecular cluster, C2H7FN3 overall in a non-equilibrium geometry.

LUMO (alpha / beta) ... -4.50 / -9.87 eV
Net charge ... +1
Frontier orbital gap (alpha / beta) ... 7.1054 / 2.6118 eV
2S+1 ... 3

```
13
C2H7FN3 (the ωB97M-V functional and the def2-TZVPD basis)
F -1.72 -0.36 -0.17
N 0.76 0.54 -1.86
N -0.61 -0.97 2.84
N 2.85 1.20 -0.97
C -1.67 0.18 -1.27
C 1.87 0.74 -1.45
H 3.69 1.71 -0.88
H -0.20 -1.88 2.62
H 0.55 -0.43 -2.24
H -2.13 1.25 -1.30
H 0.08 -0.50 3.49
H -1.60 -1.09 3.32
H -1.86 -0.39 -2.13
```

[3]
ORCA calculation (the ωB97M-V functional and the def2-TZVPD basis) on C2H7FNS as an isolated structure in a non-equilibrium geometry.

LUMO ... -3.73 eV
Net charge ... +1
Frontier orbital gap ... 10.3892 eV
2S+1 ... 1
Energy above the lowest of the compared OMol25 structures with the same formula, charge and spin ... 53.6 kcal/mol

```
12
C2H7FNS (the ωB97M-V functional and the def2-TZVPD basis)
S -0.08 -1.32 1.32
F 1.61 -1.32 -0.59
N -0.47 1.41 0.41
C 0.32 -1.30 -0.43
C -0.05 0.68 -0.80
H -0.12 2.35 0.70
H 0.84 0.85 -1.24
H -0.92 0.46 -1.58
H -1.52 1.38 0.15
H -0.26 -2.06 -1.08
H 0.98 -1.86 1.95
H -0.34 0.72 1.18
```